(1)
Entry from OMol25: a 3-piece molecular cluster, C5H12S2 overall in a non-equilibrium geometry (ωB97M-V/def2-TZVPD).

```
19
Properties=species:S:1:pos:R:3
C 1.2654 -1.9223 0.8696
C 1.5376 0.0617 -0.6260
C -1.9008 -0.4203 -1.6666
C -2.7134 -0.4727 -0.6535
C 1.3427 -0.5124 0.5305
S -0.5314 3.5406 0.3165
S 0.8996 0.6142 1.8952
H 1.0989 -2.0240 1.9218
H 0.3895 -2.2969 0.2999
H 2.2684 -2.2565 0.4473
H 1.6813 -0.6199 -1.4852
H 0.5713 3.3590 -0.4417
H 1.4347 1.1208 -0.5866
H -1.1089 -1.2907 -1.9330
H -1.9722 0.4473 -2.4301
H -3.3667 0.2975 -0.5470
H -2.7454 -1.3231 -0.0311
H 0.1259 3.7495 1.4252
H 1.7237 -0.0517 2.6949
```

Properties
E_HOMO: -8.75 eV
E_LUMO: 0.69 eV
SMILES: C=C(C)S.C=C.S


(2)
Entry from OMol25: a 12-piece molecular cluster, C48H96O36 overall in a non-equilibrium geometry (ωB97M-V/def2-TZVPD).

```
180
Properties=species:S:1:pos:R:3
C 14.2139 17.3115 19.2373
C 13.6285 18.3145 20.3124
O 14.0442 19.7286 20.0384
C 15.2409 20.0014 20.6061
O 15.9413 19.2776 21.2415
O 15.5549 21.2981 20.3592
C 16.7448 21.7215 21.0060
H 13.6509 16.3978 19.1055
H 15.2944 17.1347 19.2699
H 14.0086 17.8996 18.3210
H 13.9321 18.1233 21.3585
H 12.5314 18.3416 20.2894
H 16.6999 21.5187 22.0638
H 16.7667 22.8067 20.8578
H 17.5642 21.1656 20.5574
C 14.4327 18.6544 14.4614
C 13.9930 17.6507 15.4869
O 13.8456 16.3867 14.8258
C 13.4178 15.4224 15.6520
O 13.2286 15.4971 16.7915
O 13.2626 14.3600 14.7843
C 12.6188 13.2700 15.4190
H 14.1898 19.7039 14.6649
H 14.1019 18.3824 13.4923
H 15.5291 18.6419 14.3962
H 13.0142 17.8854 15.9655
H 14.7454 17.4935 16.3000
H 13.4111 12.6037 15.7798
H 12.0646 12.7532 14.6083
H 12.0175 13.4984 16.2596
C 14.2383 14.8092 11.3375
C 13.1036 13.7752 11.6148
O 12.3923 13.5343 10.3781
C 11.3010 12.7910 10.5001
O 10.9832 12.3469 11.5540
O 10.6501 12.6710 9.3053
C 9.3502 12.0615 9.4183
H 14.8363 15.0530 12.2125
H 13.8143 15.7253 11.0052
H 14.8307 14.3400 10.5475
H 12.3623 14.1054 12.3242
H 13.4836 12.8271 12.0318
H 8.5422 12.6642 9.8295
H 9.3875 11.1966 10.1018
H 9.0782 11.7264 8.3845
C 11.2716 17.5165 12.5085
C 11.5852 18.0394 11.0962
O 12.4448 19.1646 11.2142
C 13.0814 19.6746 10.1140
O 12.8012 19.2955 8.9956
O 14.0338 20.6343 10.3715
C 14.3813 21.1454 11.6403
H 12.2185 17.4201 13.0383
H 10.7682 16.5049 12.5213
H 10.7304 18.2298 13.1084
H 10.6964 18.3670 10.5594
H 12.0491 17.2495 10.5606
H 13.5099 21.4938 12.1984
H 14.9435 22.0197 11.3609
H 15.0085 20.5071 12.1976
C 16.7612 17.4075 11.4154
C 17.6542 16.1702 11.5486
O 18.7309 16.5079 12.4564
C 19.4046 15.4969 13.0028
O 19.2094 14.3436 12.7752
O 20.2453 16.0559 13.8814
C 21.0529 15.1420 14.6648
H 16.5712 17.8442 12.3971
H 15.7729 17.0570 11.0540
H 17.2284 18.1016 10.7444
H 18.0787 15.8892 10.5872
H 17.1401 15.2904 11.9962
H 21.8160 15.7207 15.1593
H 21.4111 14.3176 14.0831
H 20.3560 14.7295 15.3464
C 16.8480 19.8955 17.4382
C 16.0421 21.1771 17.2894
O 16.9667 22.2860 17.5849
C 16.5323 23.5463 17.3073
O 15.4713 23.8159 16.7931
O 17.4441 24.4693 17.5725
C 18.6425 24.1481 18.3276
H 17.7245 19.8702 16.7667
H 16.1317 19.0921 17.1723
H 17.1342 19.8134 18.5172
H 15.1352 21.2618 17.9250
H 15.7905 21.3807 16.2428
H 19.2075 25.0670 18.2599
H 19.1522 23.3105 17.9050
H 18.3536 24.0008 19.3533
C 17.3123 25.0366 14.3037
C 16.9190 23.6025 13.9229
O 18.1775 22.9559 13.7487
C 18.0975 21.6088 13.6287
O 17.0258 21.0573 13.5847
O 19.2646 21.0438 13.5897
C 19.1841 19.6225 13.4721
H 17.8738 25.4471 13.4963
H 17.7753 25.0964 15.2784
H 16.4224 25.7101 14.4842
H 16.3757 23.3584 13.0238
H 16.3847 22.9874 14.6509
H 19.3747 19.1020 14.3914
H 19.9009 19.3637 12.7035
H 18.1653 19.3403 13.1691
C 12.5895 21.7364 15.8553
C 12.2957 20.5967 16.8297
O 11.5451 19.4640 16.3174
C 10.2662 19.6410 16.0579
O 9.6516 20.6364 16.3132
O 9.7984 18.5292 15.4493
C 8.3680 18.5705 15.1405
H 13.6350 21.9648 16.0814
H 11.9153 22.6012 15.9600
H 12.6342 21.2505 14.9024
H 11.8053 20.9298 17.7264
H 13.1688 20.1629 17.2975
H 7.7866 18.6330 16.0749
H 8.2359 17.6307 14.6276
H 8.1521 19.3783 14.4590
C 13.6801 13.5669 19.4171
C 12.7070 13.9796 20.5149
O 13.3812 14.0428 21.7739
C 13.0981 15.0961 22.6012
O 12.3533 15.9573 22.2973
O 13.7738 15.0050 23.7953
C 14.3312 13.7804 24.1271
H 13.0780 13.2452 18.5550
H 14.2420 12.6879 19.7699
H 14.3735 14.3458 19.0811
H 11.8537 13.2966 20.6290
H 12.3650 15.0058 20.3342
H 15.0840 13.3599 23.4560
H 13.5567 13.0039 24.1868
H 14.6605 13.9371 25.1526
C 17.1670 11.5358 17.1052
C 16.6871 12.9303 17.0761
O 17.8088 13.7539 16.8487
C 17.5418 15.0599 16.7065
O 16.4689 15.5399 16.8600
O 18.6898 15.6199 16.3176
C 18.5567 17.0671 16.3031
H 17.7327 11.4184 16.2193
H 16.4068 10.7305 17.2418
H 17.8919 11.4461 17.9198
H 16.1846 13.2254 18.0169
H 15.9554 13.0964 16.2921
H 18.0739 17.5070 17.1430
H 17.9699 17.4392 15.4202
H 19.5923 17.3519 16.1385
C 8.7055 14.7532 17.4291
C 9.7051 14.5940 18.5861
O 9.4431 13.3199 19.2083
C 10.0817 12.2531 18.7433
O 10.8764 12.2327 17.8716
O 9.8016 11.1833 19.5276
C 10.4853 9.9969 19.0837
H 7.7107 14.5910 17.8940
H 8.9614 14.0520 16.6317
H 8.8181 15.7776 17.0426
H 9.5737 15.2878 19.4275
H 10.7591 14.5992 18.2786
H 11.5119 9.9940 19.4461
H 10.2907 9.8837 18.0572
H 9.8997 9.2329 19.6044
C 13.6968 9.3097 17.3713
C 14.3977 9.1336 16.0166
O 14.5204 10.5264 15.4574
C 15.4729 10.6483 14.4962
O 16.2734 9.8478 14.1482
O 15.2776 11.8577 13.9435
C 16.3427 12.3590 13.1500
H 13.4510 8.3080 17.7775
H 12.7491 9.8091 17.2226
H 14.2810 9.8171 18.1474
H 13.8285 8.5170 15.3118
H 15.4238 8.7664 16.0204
H 16.7221 11.5689 12.5130
H 17.1072 12.7372 13.8267
H 15.9021 13.2045 12.6631
```

Properties
E_HOMO: -10.39 eV
E_LUMO: 0.45 eV
SMILES: CCOC(=O)OC.CCOC(=O)OC.CCOC(=O)OC.CCOC(=O)OC.CCOC(=O)OC.CCOC(=O)OC.CCOC(=O)OC.CCOC(=O)OC.CCOC(=O)OC.CCOC(=O)OC.CCOC(=O)OC.CCOC(=O)OC


(3)
Entry from OMol25: an isolated ion of composition C6H13N and charge -1 in a non-equilibrium geometry (ωB97M-V/def2-TZVPD).

```
20
Properties=species:S:1:pos:R:3
C 0.1032 1.8060 -0.3470
C 0.9074 0.5579 -0.6520
C 0.1639 -0.5909 0.0367
C -0.7833 -1.3092 -0.5350
C -1.5477 -2.3186 0.2991
C 0.6673 -0.7027 1.3979
N 0.5374 2.7908 -1.3207
H -0.8472 1.5109 -0.6443
H 0.1125 2.0462 0.7303
H 2.0908 0.6890 -0.3375
H 1.0968 0.5559 -1.7480
H -1.0903 -1.2160 -1.5694
H -1.6342 -2.0612 1.3465
H -2.5712 -2.5935 -0.1487
H -0.8887 -3.2140 0.4285
H 1.5623 -1.3240 1.5874
H 0.5613 0.1620 2.1212
H -0.0680 -1.4081 1.9954
H 1.5795 2.9208 -1.3826
H 0.0483 3.6986 -1.2576
```

Properties
E_HOMO (alpha / beta): 1.80 / -4.95 eV
E_LUMO (alpha / beta): 3.98 / 4.03 eV
2S+1: 2
net charge: -1


(4)
Entry from OMol25: an isolated ion of composition C8H12N3 and charge +1 in a non-equilibrium geometry (ωB97M-V/def2-TZVPD).

```
23
Properties=species:S:1:pos:R:3
C -2.5654 0.6815 -0.0144
C -2.1360 -0.3857 -0.8293
C -1.7910 1.2397 0.9880
C -0.8389 -0.6993 -0.7955
C -0.4473 0.6230 1.2984
C -0.1851 -2.0592 -0.8638
C 0.8530 -1.4663 0.1320
C 0.1676 0.0121 0.0327
N 1.0622 0.8311 -1.9869
N 2.1094 1.4737 0.0536
N 1.0385 0.7870 -0.7715
H -3.4374 1.3234 -0.1690
H -2.7166 -0.9701 -1.5974
H -2.2735 1.7511 1.7433
H 0.1374 1.2926 1.9223
H -0.5806 -0.1687 2.0297
H -0.6488 -2.9411 -0.4067
H 0.1663 -2.5581 -1.7853
H 0.7811 -1.7424 1.1635
H 1.9498 -1.2469 -0.0576
H 1.8629 1.2576 -2.4942
H 1.9268 1.5246 0.9647
H 2.5068 2.2241 -0.5111
```

Properties
E_HOMO (alpha / beta): -9.76 / -14.12 eV
E_LUMO (alpha / beta): -5.13 / -5.93 eV
2S+1: 3
net charge: +1


Per-record energy above the lowest of the compared OMol25 structures with the same formula, charge and spin, kcal/mol: 69.09, 44.25, 52.45, 113.43
Per-record electronic energy, eV: -27047.2244, -125043.0389, -7919.0773, -12946.1458